Computed, not measured: a molecular structure, C38H23Br2CrF5N2O2S2Si, with the ωB97M-V functional and the def2-TZVPD basis.

Each line ends with the Löwdin charge.
Geometry (Å):
Cr 10.43189 13.55427 12.02870  0.53
F 9.88316 19.19009 16.47591  0.06
C 10.03145 17.88132 16.09092  -0.16
C 10.13769 17.67094 14.75072  -0.15
F 10.22913 18.71838 13.89457  0.09
C 10.27519 16.38503 14.27881  -0.24
F 10.46701 16.28449 12.96330  0.08
C 10.22240 15.28470 15.13854  -0.56
S 10.01193 13.70002 14.53516  0.70
C 10.14265 15.54328 16.49416  -0.28
F 10.22437 14.51499 17.32781  0.08
C 10.02666 16.83780 16.98990  -0.12
F 10.00838 17.08432 18.34711  0.06
S 7.49700 11.72377 12.60577  0.49
C 8.24025 11.33071 11.10039  -0.79
C 7.82382 10.14672 10.43486  -0.15
C 8.48515 9.72017 9.33337  -0.12
C 9.57634 10.44572 8.83271  -0.10
C 9.99791 11.51904 9.60028  -0.15
N 9.35598 11.96623 10.67888  -0.01
H 7.03271 9.61002 10.89860  0.07
H 8.17478 8.84167 8.74272  0.10
H 10.25184 10.05526 8.06858  0.09
H 10.91590 12.07640 9.33835  0.11
Br 12.79061 15.22447 7.79556  0.78
C 11.05494 15.59430 8.31003  -0.67
C 10.15437 16.07714 7.40582  -0.20
C 8.88696 16.38589 7.80704  -0.65
Br 7.66488 17.32864 6.70018  0.70
C 8.52391 16.15347 9.15958  -0.20
C 7.25892 16.39960 9.68752  -0.07
C 6.91970 15.90355 10.91034  -0.05
C 7.77241 15.03002 11.58543  -0.15
N 8.99931 14.83246 11.19546  0.01
C 9.40672 15.41248 10.00479  -0.08
C 10.79072 15.15545 9.58356  -0.49
O 11.53833 14.56652 10.38392  -0.10
H 10.51632 16.26456 6.36921  0.11
H 6.58133 17.01578 9.12622  0.06
H 5.90563 16.11839 11.24499  0.10
H 7.49164 14.53046 12.58146  0.10
O 12.02580 12.49356 12.24711  -0.41
Si 12.86879 11.41085 13.03808  0.41
C 14.43232 10.91561 12.14082  -0.23
C 14.56723 11.21336 10.80768  -0.07
C 15.64823 10.73108 10.07172  -0.08
C 16.65832 10.05784 10.76026  -0.12
C 16.55362 9.81322 12.10646  -0.12
C 15.43279 10.23045 12.79162  -0.12
C 13.34702 12.05774 14.74324  -0.22
C 14.20430 13.17452 14.81967  -0.08
C 14.49983 13.72454 16.06190  -0.11
C 13.91781 13.24086 17.23450  -0.12
C 13.15603 12.10296 17.14845  -0.10
C 12.94966 11.45788 15.92012  -0.10
C 11.92720 9.82226 13.25354  -0.19
C 10.54371 9.88880 13.42471  -0.11
C 9.68389 8.81126 13.44588  -0.09
C 10.20166 7.52010 13.31169  -0.09
C 11.60067 7.36962 13.08170  -0.10
C 12.43260 8.49280 13.06401  -0.08
H 13.75090 11.71025 10.33950  0.09
H 15.70165 10.92008 9.01882  0.09
H 17.51578 9.70390 10.20018  0.09
H 17.24420 9.16537 12.59547  0.08
H 15.34890 9.99267 13.90815  0.13
H 14.53243 13.73872 13.97828  0.10
H 15.12282 14.66999 16.09131  0.11
H 14.18996 13.69905 18.14137  0.07
H 12.76783 11.62119 18.05618  0.10
H 12.32348 10.56504 15.88021  0.10
H 10.16256 10.90065 13.54059  0.05
H 8.62445 8.97963 13.58773  0.08
H 9.58391 6.66288 13.40667  0.07
H 12.07340 6.40282 13.06537  0.08
H 13.48817 8.34632 12.88844  0.08

As for the spin multiplicity: 5. For the largest force on an atom, the calculation gives 0.0590 hartree/bohr. For the total energy, the calculation gives -258502.030 eV. The HOMO energy (alpha / beta) is -1.93 / -2.01 eV. As for the charge: -2. The calculation puts the HOMO-LUMO gap (alpha / beta) at 0.20954 / 0.21239 Ha. The value obtained for the relative energy (zero: lowest compared OMol25 entry of this formula, charge and spin) is 28.27 kcal per mole.